1.
57
Properties=species:S:1:pos:R:3:forces:R:3:lowdin_charge:R:1 method="wB97M-V/def2-TZVPD" smiles="CCN(CC)S(=O)(=O)c1cccc(NC(=O)CN(C)C2CCCCC2)c1" e_homo_ev=-8.43 charge=0 lumo_ha=0.0213 homo_lumo_gap_ha=0.3311 de_lowest_kcal_mol=16.13
C 6.85023 -0.09195 0.91232 -0.126 0.055 -0.236 -0.0717
C 6.01022 0.41535 -0.25683 0.401 0.360 0.316 -0.2555
N 4.66671 -0.12202 -0.27231 -0.693 0.494 0.792 -0.2654
C 4.46734 -1.50046 -0.66419 -0.393 -0.444 -0.423 -0.2550
C 3.94512 -1.59696 -2.09596 0.134 -0.047 0.254 -0.0638
S 3.61668 0.43487 0.89648 -0.093 -0.227 -0.410 0.6700
O 4.06649 1.72902 1.31446 0.136 0.147 -0.244 -0.2740
O 3.37024 -0.56200 1.90567 -0.093 -0.010 -0.228 -0.2937
C 2.12610 0.60947 -0.08056 0.272 -0.127 0.332 -0.2780
C 2.09532 1.54796 -1.09406 -0.009 0.171 -0.121 -0.0669
C 0.95382 1.64796 -1.87234 0.281 -0.018 0.207 -0.0517
C -0.13442 0.82314 -1.64234 -0.237 -0.088 -0.047 0.0057
C -0.09646 -0.11600 -0.61303 0.333 0.353 -0.211 -0.1975
N -1.15988 -0.96656 -0.31627 0.109 -0.237 0.347 0.1422
C -2.35444 -1.10975 -0.96563 -0.127 -0.393 0.171 -0.4454
O -2.64745 -0.53486 -1.99102 -0.051 0.137 -0.205 0.0683
C -3.30951 -2.07136 -0.25343 -0.327 0.002 -0.059 -0.1040
N -3.91713 -1.58344 0.96835 0.173 -0.151 0.035 -0.1743
C -3.08020 -1.63545 2.14445 -0.073 0.048 -0.010 -0.0974
C -4.75713 -0.39415 0.89152 -0.043 0.088 -0.263 -0.3200
C -5.79181 -0.50524 -0.22908 -0.133 0.012 0.355 -0.1551
C -6.79765 0.63789 -0.12443 0.135 0.045 -0.275 -0.1985
C -6.08190 1.98089 -0.22873 -0.159 0.017 0.286 -0.2061
C -5.01393 2.09940 0.85370 0.123 0.049 -0.261 -0.1968
C -4.01762 0.94724 0.75344 -0.114 -0.057 0.323 -0.1468
C 1.05355 -0.21552 0.17182 -0.067 -0.065 0.044 0.0031
H 6.97503 -1.17179 0.86786 0.050 -0.097 0.036 0.0688
H 6.35206 0.16214 1.84459 0.063 0.014 0.130 0.0715
H 7.83250 0.37314 0.89517 0.123 0.011 0.045 0.0757
H 5.90049 1.49805 -0.17775 0.225 -0.043 -0.161 0.1084
H 6.48224 0.17418 -1.21362 -0.121 0.054 0.014 0.1231
H 3.74759 -1.93957 0.03093 0.170 -0.219 -0.106 0.1075
H 5.40430 -2.05765 -0.57419 -0.053 0.059 0.150 0.1185
H 4.65410 -1.14609 -2.78558 0.060 0.039 -0.130 0.0734
H 2.99548 -1.07669 -2.19041 -0.093 0.036 -0.031 0.0621
H 3.80538 -2.63937 -2.37044 -0.026 -0.116 -0.102 0.0741
H 2.95421 2.17894 -1.25120 0.094 0.132 -0.116 0.1168
H 0.90624 2.37353 -2.66978 0.000 0.065 -0.064 0.1102
H -1.01664 0.89812 -2.25623 -0.003 -0.009 -0.003 0.1025
H -1.00978 -1.55222 0.49353 -0.147 0.071 -0.140 0.1295
H -2.77693 -2.99688 -0.01249 -0.022 0.011 -0.035 0.1276
H -4.10641 -2.31471 -0.95935 0.214 0.019 -0.063 0.1205
H -2.62668 -2.62512 2.21531 0.060 -0.036 0.050 0.0879
H -2.28432 -0.87688 2.18400 0.006 -0.013 0.049 0.0733
H -3.71356 -1.49389 3.02077 0.057 0.010 0.089 0.0910
H -5.29995 -0.37658 1.84750 -0.008 0.050 -0.053 0.1487
H -5.29300 -0.44363 -1.19717 0.044 -0.066 -0.098 0.1116
H -6.30419 -1.46641 -0.15732 0.037 -0.080 -0.048 0.1214
H -7.53897 0.54838 -0.92099 -0.066 -0.019 0.053 0.1088
H -7.32421 0.57752 0.83118 -0.081 -0.008 0.030 0.1132
H -6.80111 2.79703 -0.13346 0.011 0.038 -0.080 0.1072
H -5.60943 2.06072 -1.21003 0.004 0.048 -0.085 0.1162
H -4.48646 3.05055 0.75450 -0.024 0.023 0.092 0.1097
H -5.49010 2.08253 1.83752 -0.014 0.053 0.071 0.1142
H -3.51448 0.99495 -0.21246 0.061 0.013 -0.040 0.1065
H -3.26415 1.05017 1.53749 0.071 -0.020 -0.021 0.1101
H 1.12752 -0.92416 0.98329 -0.052 -0.138 0.098 0.1179



2.
52
Properties=species:S:1:pos:R:3:forces:R:3:lowdin_charge:R:1 method="wB97M-V/def2-TZVPD" smiles=Cc1ccc(C(C)(C)C)c(OCCCCN2CCCC2)c1 e_homo_ev=-8.21 charge=0 lumo_ha=0.0307 homo_lumo_gap_ha=0.3323 de_lowest_kcal_mol=2.31
C 1.93764 2.93744 3.30529 0.005 -0.031 -0.055 -0.0500
C 1.40795 1.53860 3.20360 0.050 -0.146 0.117 -0.2807
C 1.92398 0.50696 3.96347 0.026 0.180 -0.020 -0.0498
C 1.40980 -0.77332 3.83979 -0.061 0.018 -0.080 -0.0233
C 0.38085 -1.08571 2.96535 -0.066 -0.086 -0.068 -0.1002
C -0.18181 -2.49913 2.86963 -0.108 -0.179 -0.037 -0.5346
C -1.66715 -2.48003 3.25665 0.079 0.007 -0.068 -0.0358
C -0.01842 -3.02810 1.43835 -0.066 0.049 0.074 -0.0373
C 0.52923 -3.48043 3.80855 -0.089 0.218 -0.144 -0.0710
C -0.13390 -0.03312 2.17912 0.121 0.103 0.081 -0.1866
O -1.15237 -0.33316 1.31491 0.276 -0.212 0.261 -0.0865
C -1.69869 0.65597 0.47180 -0.083 0.514 -0.342 -0.1890
C -0.82275 0.98488 -0.74216 -0.163 -0.406 0.252 -0.1739
C -0.68064 -0.22315 -1.66506 0.315 0.178 0.043 -0.1688
C 0.28888 -0.01979 -2.83417 -0.298 -0.254 0.099 -0.2089
N -0.34029 0.58996 -3.98413 0.164 -0.019 -0.165 -0.1803
C -0.57071 2.02822 -3.89939 -0.254 0.219 0.178 -0.1909
C -0.40844 2.57954 -5.32509 -0.041 -0.042 -0.002 -0.1674
C -0.31282 1.32409 -6.19185 0.142 -0.071 0.055 -0.1780
C 0.34266 0.33414 -5.24026 -0.029 -0.061 -0.184 -0.2109
C 0.38047 1.24918 2.31534 -0.186 0.021 -0.144 0.0164
H 1.12209 3.65242 3.40081 -0.009 0.091 0.022 0.0792
H 2.50250 3.19351 2.40855 0.049 0.081 -0.020 0.0825
H 2.59555 3.04013 4.16440 0.045 0.059 0.044 0.0732
H 2.72747 0.69491 4.66059 0.079 0.038 0.074 0.1067
H 1.83925 -1.54278 4.45874 -0.003 -0.148 0.047 0.0985
H -1.78474 -2.10299 4.27079 -0.044 0.013 0.122 0.0905
H -2.23313 -1.84646 2.58244 -0.099 0.015 0.004 0.0749
H -2.07712 -3.48694 3.21170 -0.057 -0.142 0.014 0.0837
H 1.02769 -2.98840 1.14005 0.113 -0.032 -0.062 0.0924
H -0.35542 -4.06121 1.38195 -0.027 -0.146 -0.004 0.0839
H -0.60490 -2.43821 0.74292 0.002 -0.017 -0.104 0.0617
H 1.58649 -3.56307 3.56694 0.145 -0.027 0.031 0.0849
H 0.08275 -4.46661 3.69600 -0.048 -0.069 -0.024 0.0832
H 0.42027 -3.18275 4.84887 0.043 0.008 0.142 0.0838
H -1.93152 1.56604 1.03931 -0.013 -0.128 -0.004 0.1220
H -2.64281 0.22195 0.12692 0.065 0.107 0.052 0.1337
H 0.16892 1.29142 -0.40352 -0.003 0.117 -0.022 0.1090
H -1.28110 1.82146 -1.26871 0.010 0.108 0.019 0.1035
H -0.31983 -1.06059 -1.06493 -0.039 -0.045 0.024 0.0998
H -1.65535 -0.49376 -2.07348 -0.037 -0.103 -0.016 0.1216
H 1.17043 0.55450 -2.49157 -0.003 -0.040 -0.064 0.1250
H 0.64064 -1.00338 -3.15687 0.055 0.055 0.037 0.1175
H -1.58292 2.20200 -3.52168 0.098 0.147 0.076 0.1092
H 0.13987 2.51238 -3.21279 -0.043 -0.023 0.018 0.1139
H 0.51263 3.15852 -5.40347 -0.022 0.023 -0.007 0.1052
H -1.23838 3.22129 -5.61457 0.032 0.073 -0.003 0.1028
H 0.26199 1.48000 -7.10258 -0.021 -0.011 -0.059 0.1054
H -1.30911 0.96984 -6.45471 -0.018 -0.045 -0.054 0.1101
H 0.19418 -0.70654 -5.53603 0.095 0.006 -0.014 0.1180
H 1.42833 0.52808 -5.17445 -0.008 -0.011 -0.019 0.1227
H -0.01821 2.06222 1.72865 -0.071 0.046 -0.101 0.1092



3.
61
Properties=species:S:1:pos:R:3:forces:R:3:lowdin_charge:R:1 method="wB97M-V/def2-TZVPD" smiles="CCN(CCc1c(CCCN)c([PH2]=N)c(/C(Cl)=C(/C)Cl)c(P(C)C)[n+]1Cl)C(C)=O" e_homo_ev=-10.96 charge=+1 lumo_ha=-0.1515 homo_lumo_gap_ha=0.2512
C 1.07296 -3.01113 2.86473 0.074 0.716 0.209 -0.0641
C 0.03809 -2.36735 1.94703 0.361 -0.182 -0.651 -0.2199
N -0.55719 -3.34261 0.97229 -0.695 0.072 1.051 -0.0685
C -1.74858 -2.72532 0.34133 0.052 -0.747 -0.540 -0.1892
C -1.39152 -1.96812 -0.95159 -0.664 0.431 0.150 -0.1195
C -0.82231 -0.58381 -0.72976 -0.073 -1.331 -0.338 -0.1996
C 0.52034 -0.35471 -0.91332 1.143 0.364 0.145 -0.1743
C 1.48177 -1.45092 -1.32142 0.721 -0.017 -0.190 -0.1426
C 1.89339 -1.40536 -2.82692 -0.851 -0.059 -0.064 -0.1678
C 1.04559 -0.46856 -3.69293 0.777 -0.228 -1.231 -0.2649
N 1.56896 0.91235 -3.65331 -0.178 -0.117 0.141 0.0004
C 1.01915 0.93698 -0.69947 -0.219 -0.422 -0.887 -0.1759
P 2.80872 1.37774 -0.86550 0.698 0.629 0.945 0.7808
N 3.44759 1.56928 0.55652 -0.054 -0.007 -0.655 -0.2863
C 0.12685 1.94244 -0.34517 0.959 0.858 -0.014 -0.2885
C 0.63405 3.32916 -0.11204 -0.320 -0.465 0.164 -0.7693
Cl 0.59562 4.40494 -1.48593 0.082 -0.339 0.275 0.7235
C 1.06513 3.73634 1.08113 0.445 0.840 -0.456 -0.7373
C 1.54079 5.15835 1.26734 -0.788 -0.106 0.598 -0.1040
Cl 1.06835 2.66674 2.43922 -0.065 0.246 -0.206 0.7542
C -1.21407 1.70660 -0.16945 -1.065 0.024 0.812 -0.3381
P -2.24466 3.15716 0.28666 0.365 1.804 -1.031 0.9592
C -3.91407 3.13204 -0.49532 -0.097 -0.852 0.929 -0.3108
C -2.31828 3.40695 2.11311 0.223 -0.116 0.071 -0.2553
N -1.62950 0.43281 -0.35181 -0.177 -0.536 -0.151 -0.3352
Cl -3.27324 0.06821 -0.09685 -0.029 0.188 0.051 0.9138
C -1.10764 -4.40480 1.83439 -0.601 -0.417 1.074 -0.4701
C -0.56750 -5.81718 1.75641 -0.059 0.055 -0.507 0.0123
O -1.97804 -4.15508 2.64534 0.639 0.052 -0.901 0.1020
H 0.61809 -3.56239 3.69070 0.026 -0.182 -0.255 0.0819
H 1.63816 -2.19710 3.33234 -0.002 -0.152 -0.033 0.0831
H 1.79196 -3.61954 2.31172 -0.187 -0.077 0.047 0.0870
H -0.77106 -1.88906 2.51556 0.165 -0.077 0.074 0.1228
H 0.53229 -1.60575 1.33581 -0.042 -0.001 0.191 0.0986
H -2.38674 -3.56348 0.03582 -0.024 0.230 -0.070 0.1371
H -2.34685 -2.14461 1.05013 0.214 0.061 -0.037 0.0893
H -0.71555 -2.59249 -1.52842 0.089 0.223 0.065 0.1165
H -2.28456 -1.85548 -1.57801 -0.006 -0.072 0.209 0.1099
H 1.11586 -2.44704 -1.07963 -0.098 0.197 0.116 0.1007
H 2.39664 -1.34316 -0.72596 -0.226 0.015 0.102 0.1105
H 1.79313 -2.41174 -3.24360 0.044 0.071 0.115 0.1159
H 2.94061 -1.12481 -2.97266 -0.076 -0.072 0.206 0.0957
H 1.14813 -0.82693 -4.72943 -0.250 -0.166 0.190 0.1152
H -0.02603 -0.51466 -3.47663 0.148 0.200 0.264 0.1125
H 2.51953 0.87710 -4.01619 -0.010 0.003 0.126 0.0794
H 1.07524 1.46651 -4.34849 -0.115 0.111 0.243 0.0850
H 2.84683 2.53649 -1.66806 -0.316 -0.374 -0.204 0.0145
H 3.43397 0.37418 -1.63516 -0.533 0.123 -0.039 0.0085
H 3.77594 2.53178 0.60131 0.122 -0.153 0.444 -0.0267
H 1.96549 5.32164 2.25757 0.245 -0.131 -0.221 0.0780
H 2.19200 5.48606 0.45928 0.158 -0.132 0.160 0.0706
H 0.64430 5.79267 1.21982 0.158 0.021 -0.063 0.0897
H -4.59327 2.45975 0.03637 -0.150 0.093 -0.360 0.0051
H -4.32260 4.14250 -0.43256 0.273 0.002 -0.016 0.0450
H -3.81940 2.85540 -1.54646 -0.007 -0.008 0.109 0.0418
H -3.32817 3.65148 2.45199 -0.014 -0.398 -0.130 0.0502
H -1.86889 2.59322 2.68460 -0.348 -0.034 0.001 0.0237
H -1.71773 4.29674 2.32221 0.001 -0.139 -0.124 0.0271
H -0.10973 -6.08342 2.71214 0.092 0.171 -0.112 0.0939
H 0.11824 -5.98889 0.92578 0.050 0.161 0.194 0.0803
H -1.41659 -6.49813 1.64343 0.019 0.152 0.017 0.0922



4.
56
Properties=species:S:1:pos:R:3:forces:R:3:lowdin_charge:R:1 method="wB97M-V/def2-TZVPD" e_homo_ev="-14.78 / -14.80" charge=+2 lumo_ha="-0.2727 / -0.2567" homo_lumo_gap_ha="0.2706 / 0.2873" s2=0.86 spin_multiplicity=2 de_lowest_kcal_mol=9.69
C 3.51414 -2.62476 -1.52558 1.402 -1.378 -0.733 -0.4872
C 3.26523 -2.73745 -3.00550 -0.699 0.433 0.072 -0.0935
C 4.62538 -1.71018 -1.12054 -0.727 1.033 0.530 -0.0429
C 3.35153 -3.86320 -0.69287 -0.693 0.192 0.367 -0.0906
Cl 1.44152 -1.80159 -1.09023 -0.026 -0.276 0.050 0.5676
H 5.61871 -2.12518 -1.38400 -0.632 -0.188 -0.066 0.1358
H 4.61626 -1.54344 -0.03480 0.135 -0.087 -0.279 0.0923
H 4.52913 -0.74006 -1.62574 0.165 -0.243 0.079 0.0992
H 4.03773 -3.32352 -3.52524 0.053 0.064 0.488 0.1263
H 3.24810 -1.73569 -3.45023 0.064 -0.266 -0.020 0.0911
H 2.29699 -3.21502 -3.17965 0.280 -0.045 -0.130 0.0788
H 4.13390 -4.61269 -0.88814 0.008 0.428 -0.233 0.1263
H 2.37920 -4.31859 -0.90049 0.292 -0.131 0.029 0.0805
H 3.39752 -3.60041 0.37054 0.052 -0.166 -0.205 0.0908
C -1.15529 2.09583 -1.35493 0.433 0.134 -0.008 -0.0619
C -0.22342 2.13055 -0.27270 0.735 0.129 -0.505 -0.1129
C 0.98330 1.43814 -0.71198 -0.725 -0.311 -0.477 -0.2341
H -0.26972 2.80937 0.58237 -0.089 -0.387 -0.336 0.1308
C 0.66378 0.84017 -1.99277 0.026 0.962 0.386 -0.1624
C -0.63349 1.28854 -2.38070 0.700 0.115 0.182 -0.0473
H -1.07249 1.13470 -3.37271 0.063 -0.114 0.592 0.1308
H -2.02765 2.75411 -1.46816 0.325 -0.711 0.342 0.1259
H 1.97566 1.50583 -0.27414 -0.263 0.066 -0.107 0.1323
H 1.36166 0.28444 -2.62385 -0.471 0.301 0.366 0.0909
C -0.80806 -1.22257 2.04921 0.910 0.810 0.625 -0.0919
C -0.70709 0.20966 2.19148 0.362 -1.031 0.423 -0.1176
C 0.66980 0.56250 2.05859 0.307 -0.818 0.488 -0.1267
H -1.49995 0.87128 2.51362 0.050 -0.027 -0.349 0.1246
C 1.42035 -0.61875 1.76259 -0.601 0.355 0.925 -0.1525
C 0.50392 -1.71925 1.81378 -0.350 0.525 0.181 -0.1281
H 0.77557 -2.76756 1.75263 -0.121 0.227 -0.371 0.1301
H -1.69966 -1.82310 2.20698 0.258 0.212 -0.337 0.1239
H 1.08891 1.53905 2.24816 -0.050 0.040 -0.309 0.1406
H 2.50510 -0.68745 1.63735 -0.608 0.085 -0.085 0.1320
V -0.04583 -0.24687 0.13065 0.013 0.862 -1.563 0.6831
C -4.07251 -0.50409 1.75513 0.286 -0.245 -0.234 -0.0517
N -3.40301 0.09063 0.58832 -0.006 0.029 0.338 -0.1830
C -3.77575 1.48711 0.35871 0.157 -0.008 -0.195 -0.0558
C -2.99008 -0.71652 -0.47710 -0.088 -0.419 -0.426 -0.3680
N -1.69605 -0.99612 -0.67478 -1.213 -0.476 0.185 0.0479
N -3.91189 -1.20025 -1.32003 0.317 0.183 0.037 -0.0983
C -5.34466 -0.92848 -1.15943 -0.282 0.305 0.410 0.0108
C -3.50200 -1.96400 -2.49793 0.112 -0.095 -0.100 -0.0095
H -5.11379 -0.15770 1.82312 0.240 -0.186 0.022 0.0969
H -3.54356 -0.22199 2.67375 -0.204 0.020 -0.062 0.0847
H -4.05326 -1.59660 1.68984 -0.095 0.130 -0.002 0.1018
H -3.75542 1.71544 -0.71070 -0.138 0.001 0.192 0.0812
H -4.78414 1.67945 0.75286 0.249 -0.025 -0.184 0.1009
H -3.06841 2.16153 0.86045 -0.198 -0.038 -0.056 0.0847
H -1.56692 -1.67249 -1.42531 0.127 0.219 0.133 0.0579
H -5.53197 0.15570 -1.12489 0.008 -0.401 -0.117 0.0983
H -5.86750 -1.36318 -2.01793 0.076 0.212 0.390 0.1007
H -5.73494 -1.36888 -0.22873 0.129 0.048 -0.415 0.1008
H -2.78274 -1.38289 -3.09655 -0.266 -0.159 0.089 0.1025
H -3.02919 -2.91442 -2.20497 -0.228 0.162 -0.126 0.1107
H -4.39403 -2.16605 -3.09894 0.434 -0.052 0.103 0.1024



Calculated total energy for the records above, in order: -41654.413, -23743.687, -84365.396, -62886.480 eV